This record from the Open Molecules 2025 dataset describes a 16-piece molecular cluster, C38H77BBr31O3P overall in a non-equilibrium geometry. The level of theory is ωB97M-V/def2-TZVPD.

Results
Kohn-Sham gap	9.5	eV
HOMO level	-9.352	eV

Last column: Mulliken charge in e.
Atoms and positions in Å:
H: 0.453 -1.642 2.105  0.01
H: 4.927 3.968 -0.813  -0.24
C: -13.041 -1.062 7.769  -0.56
H: 11.440 6.092 -10.203  0.34
C: 6.760 2.072 -4.877  -0.22
C: -5.337 -1.438 3.420  -0.45
H: -0.888 0.967 2.770  0.38
H: 1.867 3.779 -0.783  0.45
H: 5.870 0.383 -0.900  0.16
H: 10.309 7.864 -2.533  0.35
C: 0.591 4.229 -10.196  -0.58
H: -2.702 -1.351 -5.651  0.38
Br: 2.582 -4.597 2.121  -0.15
H: 3.905 -2.845 0.988  0.47
H: 13.199 7.019 -8.813  0.34
H: -3.026 0.325 -3.687  0.00
Br: 1.030 -7.156 5.094  -0.14
C: 12.167 7.207 -8.523  -0.48
H: 2.799 -7.115 7.447  0.43
H: 1.904 -4.877 5.542  -0.41
C: 2.478 -1.109 4.141  -0.54
C: -7.659 -7.286 5.282  -0.26
Br: 3.848 -0.387 -6.576  -0.15
C: 11.251 7.041 -9.705  -0.61
H: 8.114 6.486 -2.608  0.10
H: 2.726 -2.905 5.250  0.21
H: -0.165 5.330 -8.518  0.37
C: -9.644 0.528 4.356  -0.18
C: 6.787 0.524 -0.338  -0.42
Br: 3.143 1.653 -1.018  -0.07
H: -0.284 4.157 -10.833  0.38
H: 3.985 -2.641 2.747  -0.35
H: 1.762 -0.287 -5.287  0.24
Br: -6.596 -8.035 2.732  -0.14
H: -0.615 0.340 1.182  0.34
C: 2.840 3.568 -1.214  -0.53
C: 0.243 4.346 -8.738  -0.25
O: -2.878 -1.928 1.577  -0.41
H: -1.486 1.055 -4.180  0.34
H: -7.142 2.776 -5.580  0.34
H: -6.162 -1.116 4.055  -0.13
H: -3.150 -5.880 4.403  0.36
H: 3.893 5.408 -0.880  0.42
C: -2.088 0.152 -4.212  -0.19
Br: -6.635 -8.526 6.380  -0.14
H: -10.522 0.787 4.944  -0.12
H: 7.351 1.344 -0.775  0.28
H: -6.875 1.125 -4.987  0.37
H: 1.091 4.153 -8.089  -0.06
H: -4.277 -1.037 5.222  0.40
Br: -11.856 -2.001 6.540  -0.13
Br: -4.845 -4.488 5.572  -0.14
C: 6.559 0.780 1.128  -0.51
Br: -0.694 -0.276 -6.645  -0.15
Br: 1.911 1.601 2.944  -0.19
Br: -5.556 1.435 -2.356  -0.11
H: 8.555 2.764 -3.873  0.41
H: -0.286 -1.443 3.707  -0.08
H: 0.972 1.977 -5.654  0.31
C: -1.174 -3.621 1.154  -1.09
H: -5.356 -0.808 2.537  0.31
Br: 1.674 2.649 -10.539  -0.14
Br: -8.563 -0.216 1.804  -0.13
Br: 3.800 4.383 1.365  -0.16
C: -2.234 -5.402 6.317  -0.58
H: 3.552 -0.956 4.060  0.78
O: -3.088 -0.357 3.727  -0.40
C: 4.071 -3.355 1.934  -0.16
H: -9.019 1.406 4.230  0.43
H: 7.173 1.797 -5.845  0.39
H: -10.794 0.532 2.552  0.35
Br: 6.759 0.435 -3.827  -0.12
H: 9.631 8.857 -3.837  0.40
H: -5.549 -2.480 3.186  0.32
H: 3.509 -5.489 7.490  0.37
Br: 3.054 3.205 -6.169  -0.22
Br: 5.240 -0.414 1.919  -0.01
O: -3.406 0.487 1.362  -0.79
H: 6.184 -3.394 1.606  0.22
H: -2.914 -3.808 2.371  0.45
C: 8.215 7.539 -2.850  -0.41
Br: 7.882 -1.069 -0.618  -0.17
C: 9.590 7.889 -3.349  -0.56
C: -8.082 -7.914 3.983  -0.58
H: 5.391 -4.952 1.297  0.44
C: -6.359 2.704 -3.590  -0.58
H: -5.750 3.601 -3.560  0.37
C: 2.636 -6.071 7.203  -0.56
H: -12.434 -0.751 8.612  0.37
C: 1.861 1.655 -6.189  -0.68
H: 6.149 1.777 1.279  0.24
C: 7.602 3.137 -4.232  -0.58
C: -4.025 -1.346 4.210  0.33
Br: -1.211 -3.949 5.530  0.03
C: 0.125 -0.911 2.847  0.16
Br: 12.149 9.032 -7.849  -0.12
H: -13.761 -1.809 8.096  0.33
C: 2.071 -2.094 4.956  -0.91
H: -14.144 -0.168 6.129  0.36
H: -8.470 -8.920 4.109  0.39
Br: 6.702 3.932 -2.697  -0.08
P: -2.634 -0.459 2.183  1.02
Br: 10.228 6.578 -4.639  -0.14
H: 7.772 3.962 -4.923  0.39
Br: -4.793 2.112 -5.933  -0.09
C: -3.403 -5.792 5.455  -0.52
C: 3.946 4.364 -0.577  -0.26
H: 2.812 3.748 -2.286  0.31
C: -10.054 -0.092 3.049  -0.53
C: -2.339 -0.329 -5.611  -0.08
H: 11.902 6.562 -7.691  0.26
Br: -12.584 1.625 6.867  -0.16
H: 1.606 1.466 -7.226  0.44
H: 5.722 2.366 -5.001  -0.06
Br: 1.196 -5.444 8.354  -0.16
H: 7.961 8.137 -1.977  0.36
Br: -1.151 3.082 -8.236  -0.06
H: 1.052 -2.067 5.325  0.52
H: -3.830 -6.731 5.803  0.32
H: -2.531 -5.067 7.305  0.40
Br: -8.643 -0.717 5.465  -0.15
H: -14.563 0.444 7.741  0.35
Br: 5.895 -4.650 3.717  -0.19
B: 1.459 -0.247 3.340  0.46
H: -0.153 -3.606 1.528  -0.12
Br: -1.135 -1.195 -3.181  -0.14
Br: 6.847 7.946 -4.171  -0.12
H: -7.039 -6.407 5.141  0.03
H: -7.342 2.919 -3.177  0.34
C: -6.495 2.142 -4.979  -0.61
H: 11.342 7.849 -10.423  0.38
C: 5.393 -4.069 1.926  -0.38
H: -3.555 -2.319 4.331  -0.43
H: 7.465 0.664 1.713  0.47
H: -3.041 0.325 -6.130  -0.15
C: -13.753 0.088 7.109  -0.59
H: -10.448 -1.096 3.169  0.32
H: -1.701 -2.802 3.110  -0.56
C: 2.497 0.485 -5.488  -0.19
H: 3.212 -6.006 5.138  0.26
H: -8.828 -7.296 3.489  0.35
H: 2.980 0.774 -4.559  0.23
H: 1.201 5.073 -10.509  0.36
C: -2.168 -3.041 2.161  0.80
H: -1.247 -3.087 0.210  0.33
H: -8.528 -7.023 5.881  0.35
Br: 9.383 6.972 -9.164  -0.12
H: -1.394 -4.665 0.935  0.38
C: -0.894 0.044 2.188  -1.21
H: -1.535 -6.231 6.410  0.32
C: 2.322 -5.858 5.747  0.16

This record from the Open Molecules 2025 dataset describes a 4-piece molecular cluster, C38H78IO10PS4 overall in a non-equilibrium geometry. The level of theory is ωB97M-V/def2-TZVPD.

Results
Kohn-Sham gap	8.5	eV
HOMO level	-8.898	eV
SMILES string	CCCCCCCCCCC[C@@H](CCCCCCCCCC)O[C@@H]([C@H](I)OCC)P(O)(O)=S.O=S1(=O)CCCC1.O=S1(=O)CCCC1.O=S1(=O)CCCC1

Last column: Mulliken charge in e.
Atoms and positions in Å:
O: -1.135 -3.463 -1.061  -0.32
H: -5.804 -4.850 0.649  -0.01
H: 10.286 -1.206 2.219  0.36
H: -4.251 2.005 -1.109  -0.12
H: -8.546 -8.091 0.132  0.34
H: -2.737 5.242 -0.106  0.34
H: -0.522 4.051 -2.700  0.41
C: -0.367 -3.239 1.339  -1.00
C: 7.554 -1.343 0.261  -0.58
C: 4.594 2.404 3.121  -0.90
C: 1.090 6.941 -3.300  -0.87
H: -4.880 -0.407 0.032  -0.04
H: -1.496 6.901 -2.319  0.33
H: 2.345 -2.184 -4.222  0.26
H: 5.016 3.287 -0.333  0.24
H: -5.467 -2.823 2.491  0.12
H: 9.147 -3.565 0.683  0.29
H: -5.977 2.437 -0.711  0.46
O: 6.965 -1.586 2.819  -0.69
H: 1.705 -2.621 1.544  0.43
C: -1.544 -3.307 0.306  -0.31
H: 2.258 -0.479 -0.102  0.26
O: 1.082 -1.332 -2.763  0.10
C: -5.181 -0.648 2.181  -1.09
H: -5.133 4.624 -0.529  0.35
C: -1.180 6.108 -3.004  -0.65
C: -8.332 -7.132 0.606  -0.67
H: 3.614 -0.135 -3.447  0.26
H: -6.058 -0.524 2.853  0.40
I: 1.428 -4.303 -2.266  0.04
H: 0.066 -4.261 1.466  0.49
C: -4.854 1.586 0.986  -0.45
C: -4.463 3.932 0.039  -1.14
H: -8.827 -7.267 2.729  0.34
H: -2.673 3.844 -1.303  0.29
H: 4.495 1.295 0.410  -0.15
H: -0.055 5.959 -4.844  0.30
H: -2.868 -1.854 2.776  0.42
H: 2.112 1.261 2.385  0.60
H: -6.320 -7.092 -0.186  0.33
C: 5.454 3.468 2.329  -0.50
C: 9.471 -1.903 2.027  -0.73
H: 3.527 2.718 3.215  0.42
O: -5.541 -6.524 2.779  -0.67
S: 1.306 5.493 -2.279  1.33
H: 3.459 4.200 1.686  0.21
H: 10.667 -2.721 0.402  0.33
O: 2.027 4.499 -3.039  -0.67
H: 9.408 -2.632 2.833  0.34
O: 8.266 0.441 2.055  -0.65
C: 1.747 -1.257 -4.025  -0.27
H: -1.629 2.404 0.294  0.01
C: 4.841 4.349 -0.047  -0.69
C: -0.216 6.687 -4.044  -0.71
O: -7.507 -5.053 3.376  -0.69
C: -7.955 -7.317 2.079  -0.64
C: 0.595 -0.760 1.415  -0.14
H: -4.632 4.037 1.136  0.43
H: 0.934 -0.557 2.463  0.74
H: 8.771 -2.206 -1.322  0.37
C: 4.764 0.956 2.552  -0.27
C: -5.455 0.142 0.822  -0.10
O: -1.927 -1.103 -4.317  -0.53
H: 1.006 7.805 -2.639  0.36
H: -3.795 1.448 1.320  -0.19
C: -6.794 -5.257 0.846  -0.16
H: 3.160 -0.099 -5.171  0.40
H: 6.046 4.101 3.029  0.40
C: -0.950 -2.258 -1.751  1.38
C: -4.923 2.446 -0.335  -0.14
H: 0.947 0.715 -0.263  0.23
H: -5.390 2.102 1.817  0.35
S: -6.842 -5.972 2.482  1.22
H: 5.843 0.686 2.451  -0.40
H: 6.173 2.935 1.660  0.26
H: -0.733 -2.942 2.357  0.31
H: -0.608 -1.403 -1.115  -0.56
H: -3.234 -3.501 2.196  0.50
H: 5.774 4.934 -0.239  0.39
P: -2.410 -1.763 -2.851  0.36
H: 2.374 2.128 0.771  -0.13
H: 4.072 -0.363 0.961  0.47
H: -7.423 -8.253 2.242  0.36
H: 4.993 2.389 4.173  0.40
H: -1.092 4.005 0.987  0.52
H: -0.080 -2.683 -3.816  0.89
C: 9.617 -2.577 0.659  -0.63
H: 9.478 -0.786 -0.543  0.32
H: -2.684 0.168 -1.944  0.29
H: 1.034 -1.161 -4.891  0.31
H: 6.880 -2.201 0.258  0.40
C: 2.738 -0.049 -4.132  -1.20
S: -3.634 -3.259 -3.145  -0.43
H: -9.235 -6.520 0.530  0.30
H: -0.443 -0.380 1.286  -0.48
H: -7.542 -4.463 0.809  0.36
H: 4.737 5.493 1.854  0.41
H: 1.947 7.058 -3.962  0.45
C: -4.884 -2.156 1.800  -0.43
H: 7.071 -0.486 -0.207  0.31
H: 4.008 4.811 -0.630  -0.17
C: -1.975 3.380 0.723  -1.04
H: -2.194 -1.139 0.424  -0.38
H: -0.748 4.974 -1.192  -0.19
S: 7.946 -0.964 1.961  1.27
C: -3.323 -2.412 1.928  -1.01
C: 0.262 -2.500 -2.774  -1.51
O: -3.331 -0.546 -2.087  -0.33
C: -2.942 4.155 -0.268  -0.18
H: -2.478 3.119 1.686  0.45
H: -0.605 7.601 -4.493  0.38
H: -2.079 5.701 -3.468  0.38
H: -3.401 -2.354 -0.239  0.17
O: 1.730 5.905 -0.962  -0.70
H: -7.440 -6.052 -1.072  0.37
C: 8.897 -1.696 -0.366  -0.68
C: 3.959 0.720 1.205  0.03
H: 2.202 0.920 -4.051  0.29
H: 4.327 0.225 3.285  0.37
H: -6.534 0.161 0.547  0.43
H: -2.111 -4.242 0.556  0.45
C: 4.523 4.457 1.490  -0.44
H: -4.249 -0.239 2.634  0.37
C: 0.805 -2.260 0.976  -0.19
C: -7.167 -6.409 -0.079  -0.77
H: -5.260 -2.386 0.773  0.39
H: 1.105 -2.257 -0.093  -0.27
C: 2.437 1.157 1.328  -0.36
C: -2.619 -2.159 0.539  0.46
H: -1.519 -0.238 -4.141  0.38
C: 1.542 0.135 0.495  -0.63
C: -0.422 5.028 -2.227  -0.21

- Among the records above, which one has the highest HOMO level?
  C38H78IO10PS4